Computed, not measured: a 2-piece molecular cluster, C2H2ClNS overall, with ωB97M-V/def2-TZVPD.

The geometry in XYZ format:
```
7
Properties=species:S:1:pos:R:3:nbo_charge:R:1
C -1.3425 1.2969 -0.3247 0.16
C -1.7377 0.1561 0.3686 -0.20
N -1.0498 2.1962 -0.9833 -0.19
S 0.6769 -1.2000 -0.9091 -0.33
Cl -2.8533 -0.9111 -0.2242 0.20
H -1.1318 -0.0072 1.1872 0.26
H 0.3757 -2.4436 -1.2137 0.10
```

Results
Kohn-Sham gap (alpha / beta), eV: 5.44 / 5.45
Maximum force, eV/A: 3.2
Charge: 0
Energy above the lowest of the compared OMol25 structures with the same formula, charge and spin, kJ/mol: 295.65



Computed, not measured: a 2-piece molecular cluster, C2H2ClO2P overall, with ωB97M-V/def2-TZVPD.

The geometry in XYZ format:
```
8
Properties=species:S:1:pos:R:3:nbo_charge:R:1
C 0.5634 -1.3282 -1.7301 0.35
C -0.0859 0.0394 0.1880 -0.40
O 1.7477 -1.7792 -1.5527 -0.80
O 1.3429 -4.2731 -1.3394 -0.96
P 2.4830 -3.3991 -1.4889 1.57
Cl -0.3751 -2.1311 -2.8746 0.05
H 0.5867 0.6844 -0.3953 0.10
H 0.5833 -0.5636 0.9426 0.09
```

Results
Kohn-Sham gap (alpha / beta), eV: 6.23 / 6.23
Maximum force, eV/A: 2.3
Charge: 0
Energy above the lowest of the compared OMol25 structures with the same formula, charge and spin, kJ/mol: 693.78



Computed, not measured: a 2-piece molecular cluster, C2H2ClOP overall, with ωB97M-V/def2-TZVPD.

The geometry in XYZ format:
```
7
Properties=species:S:1:pos:R:3:nbo_charge:R:1
C -1.0824 -1.7648 -0.6218 0.58
C 0.6317 -0.4970 0.2649 -0.72
O -1.3532 -1.4681 -1.7171 -0.41
P 0.7485 0.7552 -0.8062 0.40
Cl 1.6459 -1.1970 1.4710 0.02
H -1.3181 -2.4139 0.1436 0.17
H 2.1322 1.4250 -0.8320 -0.05
```

Results
Kohn-Sham gap (alpha / beta), eV: 8.50 / 8.50
Maximum force, eV/A: 5.4
Charge: 0
Energy above the lowest of the compared OMol25 structures with the same formula, charge and spin, kJ/mol: 326.33



Computed, not measured: C2H2CoO2 as an isolated structure, with ωB97M-V/def2-TZVPD.

The geometry in XYZ format:
```
7
Properties=species:S:1:pos:R:3:nbo_charge:R:1
H 0.4677 -1.5857 -0.0125 0.18
O -0.0951 1.1726 -0.9068 -0.85
C 0.6289 0.1514 -0.3713 0.08
C 0.0797 -0.6456 0.6227 -0.07
O -1.2144 -0.4772 0.9393 -0.80
H 1.7251 0.2271 -0.4222 0.18
Co -1.5919 1.1573 0.1508 1.27
```

Results
Spin multiplicity: 4
Kohn-Sham gap (alpha / beta), eV: 6.38 / 6.27
Maximum force, eV/A: 3.8
Charge: 0
Energy above the lowest of the compared OMol25 structures with the same formula, charge and spin, kJ/mol: 0.00
Expectation value of S²: 3.77



Computed, not measured: C2H2CuFO2 as an isolated structure, with ωB97M-V/def2-TZVPD.

The geometry in XYZ format:
```
8
Properties=species:S:1:pos:R:3:nbo_charge:R:1
H 1.1556 1.0124 0.2271 0.12
O -0.2135 -1.6531 -0.7008 -0.56
C 0.4351 -0.6625 -0.5367 0.83
C 0.2635 0.3728 0.5501 -0.13
O -0.9753 0.8865 0.6287 -1.00
F 1.2643 -0.2599 -1.5387 -0.37
H 0.6509 -0.0906 1.4848 0.13
Cu -2.5806 0.3944 -0.1145 -0.03
```

Results
Spin multiplicity: 2
Kohn-Sham gap (alpha / beta), eV: 5.20 / 7.73
Maximum force, eV/A: 2.6
Charge: -1
Energy above the lowest of the compared OMol25 structures with the same formula, charge and spin, kJ/mol: 0.00
Expectation value of S²: 0.75



Computed, not measured: C2H2CuO2 as an isolated structure, with ωB97M-V/def2-TZVPD.

The geometry in XYZ format:
```
7
Properties=species:S:1:pos:R:3:nbo_charge:R:1
H 1.3491 0.5543 0.5074 0.13
O -1.1462 0.3875 0.6816 -0.85
C 0.0749 -0.0567 0.7600 0.02
C 0.8180 -0.3075 -0.5106 0.33
O 0.3741 -0.0527 -1.6284 -0.69
H 0.3401 -0.8446 1.4998 0.19
Cu -1.8099 0.3197 -1.3097 0.87
```

Results
Spin multiplicity: 2
Kohn-Sham gap (alpha / beta), eV: 7.18 / 7.45
Maximum force, eV/A: 3.2
Charge: 0
Energy above the lowest of the compared OMol25 structures with the same formula, charge and spin, kJ/mol: 39.23
Expectation value of S²: 0.75



Computed, not measured: an isolated molecule of C2H2F2, with ωB97M-V/def2-TZVPD.

The geometry in XYZ format:
```
6
Properties=species:S:1:pos:R:3:nbo_charge:R:1
C 0.5840 0.1806 0.0088 0.73
C -0.6052 -0.2901 -0.0348 -0.58
H -1.4308 0.4051 -0.1382 0.23
H -0.9659 -1.4203 0.1826 0.23
F 1.7515 -0.4245 -0.0241 -0.29
F 0.6665 1.5492 0.0058 -0.33
```

Results
Kohn-Sham gap, eV: 11.34
Maximum force, eV/A: 5.7
Charge: 0
Energy above the lowest of the compared OMol25 structures with the same formula, charge and spin, kJ/mol: 51.48



Computed, not measured: C2H2F2FeLiO as an isolated structure, with ωB97M-V/def2-TZVPD.

The geometry in XYZ format:
```
9
Properties=species:S:1:pos:R:3:nbo_charge:R:1
F 3.1668 0.2065 -0.2115 -0.82
O 0.1740 0.4898 0.3665 -0.76
Fe 1.8932 1.4163 -0.0306 1.73
Li 3.2645 -1.5422 -0.2541 0.99
C -0.9658 0.2496 -0.3033 0.75
C -2.0123 -0.3297 0.2827 -0.17
H -1.9419 -1.0727 -0.6806 0.27
F -1.6702 1.5212 -0.3479 -0.27
H -1.9083 -0.9388 1.1787 0.28
```

Results
Spin multiplicity: 6
Kohn-Sham gap (alpha / beta), eV: 8.16 / 9.38
Maximum force, eV/A: 12.5
Charge: +2
Expectation value of S²: 8.76



Results for DFT total energy: -26949.7875 -28006.2244 -25960.2922 -43823.6441 -53557.6993 -50836.0128 -7540.0050 -44157.8471 (in eV, following the order of the records).